Record 1
Density functional theory data (ωB97M-V/def2-TZVPD) for a structure of composition C45H37BN3O6PdS4.

Geometry as XYZ:
```
97
C45H37BN3O6PdS4 | the Open Molecules 2025 dataset | ωB97M-V/def2-TZVPD
Pd 0.26 -1.05 -0.49
O -0.17 2.45 1.13
S 1.10 1.17 1.48
O 2.16 1.98 1.96
O 0.31 0.38 2.36
O 1.30 0.63 0.13
C -7.02 -0.16 -4.77
C -5.77 0.15 -3.99
C -5.39 1.46 -3.74
C -4.25 1.75 -3.01
C -3.49 0.70 -2.52
C -3.83 -0.62 -2.77
C -4.97 -0.89 -3.50
S -2.08 1.11 -1.54
O -1.20 -0.14 -1.62
C -2.73 1.02 0.12
C -2.97 -0.26 0.67
C -3.33 -0.36 1.97
C -3.47 0.80 2.78
C -3.82 0.70 4.15
C -3.95 1.82 4.92
C -3.74 3.10 4.35
C -3.41 3.22 3.03
C -3.25 2.07 2.22
C -2.88 2.17 0.84
C -2.80 3.52 0.21
C -4.04 4.14 -0.15
C -5.28 3.46 0.03
C -6.45 4.05 -0.35
C -6.46 5.35 -0.90
C -5.29 6.02 -1.08
C -4.05 5.44 -0.72
C -2.83 6.13 -0.91
C -1.65 5.54 -0.57
C -1.64 4.24 -0.01
S -0.01 3.59 0.15
O 0.53 3.27 -1.13
C 0.98 4.77 0.96
C 1.99 5.39 0.25
C 2.78 6.32 0.90
C 2.56 6.64 2.24
C 3.44 7.63 2.95
C 1.53 5.99 2.93
C 0.73 5.05 2.30
H -7.28 0.66 -5.44
H -7.86 -0.31 -4.09
H -6.91 -1.07 -5.36
H -5.99 2.28 -4.13
H -3.95 2.78 -2.84
H -3.21 -1.43 -2.41
H -5.24 -1.92 -3.70
H -2.85 -1.15 0.05
H -3.52 -1.34 2.41
H -3.98 -0.28 4.58
H -4.22 1.73 5.96
H -3.86 3.98 4.97
H -3.26 4.21 2.61
H -5.29 2.46 0.45
H -7.39 3.52 -0.21
H -7.40 5.80 -1.19
H -5.28 7.02 -1.51
H -2.85 7.12 -1.33
H -0.72 6.07 -0.73
H 2.16 5.13 -0.79
H 3.58 6.82 0.36
H 3.95 8.28 2.24
H 4.20 7.10 3.53
H 2.86 8.24 3.64
H 1.36 6.22 3.97
H -0.05 4.55 2.84
S 4.47 -4.65 2.91
C 3.29 -3.67 2.07
C 3.61 -3.24 0.78
C 2.72 -2.47 0.08
N 1.54 -2.11 0.59
C 1.21 -2.52 1.82
C 2.05 -3.29 2.59
C 3.62 -5.01 4.43
C 3.82 -4.22 5.55
C 3.15 -4.56 6.72
N 2.33 -5.61 6.82
C 2.16 -6.37 5.74
C 2.79 -6.12 4.52
H 4.56 -3.51 0.33
H 2.94 -2.13 -0.93
H 0.24 -2.21 2.19
H 1.73 -3.58 3.58
H 4.48 -3.36 5.52
H 3.28 -3.97 7.61
H 1.50 -7.22 5.85
H 2.62 -6.77 3.67
B -2.84 -4.29 -1.09
C -1.56 -3.37 -1.07
N -0.62 -2.70 -1.06
H -2.54 -5.33 -0.57
H -3.66 -3.67 -0.43
H -3.18 -4.40 -2.24
```

charge = +1
E_HOMO = -10.975 eV
E = -4097.966005 Eh
lowest unoccupied orbital energy = -2.970 eV
F_max = 0.48 eV/Å

Record 2
Density functional theory data (ωB97M-V/def2-TZVPD) for a structure of composition C45H37CsIN3O2P at a distorted geometry.

Geometry as XYZ:
```
90
C45H37CsIN3O2P | the Open Molecules 2025 dataset | ωB97M-V/def2-TZVPD
Cs 0.60 -0.99 -1.07
C 2.65 -5.41 0.56
C 1.85 -4.73 1.64
C 2.17 -4.93 2.98
C 1.43 -4.32 3.99
C 0.39 -3.48 3.65
C 0.06 -3.23 2.32
C -1.06 -2.30 1.99
C 0.78 -3.88 1.30
N 0.48 -3.60 -0.03
C 0.05 -4.57 -0.82
O -0.21 -5.75 -0.53
C -0.17 -4.18 -2.31
C -0.52 -5.21 -3.18
C -0.71 -4.93 -4.52
C -0.56 -3.63 -4.96
C -0.23 -2.63 -4.04
N -0.04 -2.93 -2.76
C -0.14 -1.18 -4.60
O -0.08 -1.10 -5.83
N -0.15 -0.20 -3.70
C -0.19 1.11 -4.19
C -1.35 1.60 -4.82
C -2.51 0.68 -5.07
C -1.42 2.93 -5.21
C -0.35 3.79 -5.00
C 0.79 3.32 -4.37
C 0.88 1.99 -3.95
C 2.12 1.52 -3.25
H 3.55 -5.87 0.97
H 2.93 -4.69 -0.21
H 2.04 -6.17 0.07
H 2.99 -5.59 3.23
H 1.68 -4.51 5.03
H -0.20 -3.00 4.42
H -1.67 -2.08 2.87
H -1.71 -2.71 1.21
H -0.69 -1.33 1.61
H -0.63 -6.20 -2.76
H -0.97 -5.71 -5.21
H -0.68 -3.34 -6.00
H -2.75 0.11 -4.17
H -2.26 -0.04 -5.84
H -3.40 1.24 -5.38
H -2.32 3.29 -5.70
H -0.41 4.83 -5.32
H 1.63 3.97 -4.20
H 2.87 2.31 -3.19
H 2.56 0.65 -3.73
H 1.89 1.24 -2.22
I -2.48 0.90 -0.64
C -3.25 1.45 1.25
C -4.61 1.21 1.34
C -5.38 1.57 2.45
C -4.78 2.22 3.48
C -3.39 2.48 3.45
C -2.84 3.20 4.54
C -1.52 3.52 4.58
C -0.70 3.06 3.55
C -1.16 2.33 2.47
P 0.15 1.65 1.38
C 0.99 3.15 0.79
C 1.96 3.87 1.48
C 2.54 4.99 0.91
C 2.16 5.40 -0.36
C 1.21 4.69 -1.07
C 0.63 3.56 -0.50
C 1.33 0.89 2.53
C 2.64 0.68 2.08
C 3.53 -0.09 2.81
C 3.13 -0.67 4.00
C 1.84 -0.48 4.46
C 0.94 0.29 3.73
C -2.57 2.07 2.35
H -5.11 0.75 0.50
H -6.44 1.35 2.45
H -5.33 2.54 4.35
H -3.52 3.50 5.34
H -1.10 4.08 5.40
H 0.37 3.26 3.61
H 2.27 3.54 2.46
H 3.29 5.54 1.46
H 2.62 6.28 -0.80
H 0.92 4.98 -2.07
H -0.09 2.99 -1.07
H 2.96 1.12 1.14
H 4.53 -0.24 2.43
H 3.81 -1.30 4.56
H 1.51 -0.95 5.37
H -0.07 0.42 4.09
```

charge = -1
E_HOMO = -4.799 eV
E = -2711.079997 Eh
lowest unoccupied orbital energy = 1.616 eV
F_max = 1.84 eV/Å

Record 3
Density functional theory data (ωB97M-V/def2-TZVPD) for a structure of composition C45H38Br2IN2NaOS.

Geometry as XYZ:
```
91
C45H38Br2IN2NaOS | the Open Molecules 2025 dataset | ωB97M-V/def2-TZVPD
Na 0.77 -1.00 0.13
Br 1.91 1.98 2.06
C 3.19 2.94 1.03
C 4.17 3.60 1.72
C 5.16 4.30 0.98
C 5.12 4.30 -0.38
C 4.10 3.60 -1.09
C 4.07 3.59 -2.50
C 3.08 2.89 -3.14
C 2.09 2.19 -2.40
C 2.01 2.15 -1.01
C 3.07 2.89 -0.39
H 4.19 3.58 2.80
H 5.95 4.82 1.52
H 5.88 4.83 -0.95
H 4.84 4.12 -3.06
H 3.06 2.87 -4.23
H 1.35 1.62 -2.99
C -2.42 3.66 1.34
C -3.13 3.88 0.00
C -4.64 3.84 0.24
C -2.73 5.27 -0.52
C -2.74 2.81 -1.03
C -3.31 2.87 -2.32
C -2.95 1.98 -3.31
C -1.99 1.01 -3.02
S -1.23 -0.16 -4.05
C -0.25 -0.73 -2.67
N -0.50 -0.10 -1.57
C -1.45 0.90 -1.74
C -1.83 1.81 -0.75
C 0.80 -1.78 -2.88
C 0.87 -2.38 -4.15
C 1.86 -3.32 -4.41
C 2.77 -3.63 -3.40
C 2.66 -3.02 -2.16
C 1.67 -2.08 -1.81
H -2.71 4.45 2.03
H -1.33 3.69 1.22
H -2.68 2.70 1.78
H -4.92 4.54 1.03
H -4.95 2.83 0.54
H -5.20 4.11 -0.66
H -3.02 6.04 0.20
H -3.22 5.49 -1.48
H -1.65 5.32 -0.68
H -4.03 3.64 -2.56
H -3.37 2.06 -4.31
H -1.35 1.72 0.22
H 0.16 -2.13 -4.93
H 1.92 -3.79 -5.39
H 3.56 -4.35 -3.60
H 3.40 -3.30 -1.40
Br -1.97 -0.12 2.58
C -3.22 -0.81 1.31
C -4.46 -0.23 1.33
C -5.42 -0.63 0.38
C -5.12 -1.60 -0.53
C -3.84 -2.22 -0.54
C -3.54 -3.23 -1.48
C -2.31 -3.82 -1.48
C -1.31 -3.39 -0.56
C -1.48 -2.38 0.37
C -2.82 -1.84 0.39
H -4.68 0.54 2.06
H -6.40 -0.16 0.38
H -5.85 -1.91 -1.27
H -4.30 -3.52 -2.21
H -2.07 -4.59 -2.21
H -0.33 -3.85 -0.68
I 5.72 -0.98 1.89
C 4.53 -2.71 2.14
C 4.69 -3.49 3.28
C 3.86 -4.59 3.41
C 2.91 -4.84 2.44
C 2.83 -3.98 1.35
N 3.64 -2.94 1.20
H 5.42 -3.24 4.03
H 3.94 -5.23 4.28
H 2.22 -5.67 2.52
H 2.07 -4.10 0.58
C -0.51 -3.47 4.01
C 0.44 -2.32 3.78
C 0.60 -1.30 4.90
O 1.04 -2.21 2.75
H -0.17 -4.07 4.86
H -0.57 -4.07 3.10
H -1.50 -3.07 4.24
H 0.58 -1.77 5.88
H -0.24 -0.60 4.84
H 1.52 -0.73 4.76
```

charge = -2
E_HOMO = -1.006 eV
E = -7928.504084 Eh
lowest unoccupied orbital energy = 3.518 eV
F_max = 0.63 eV/Å

Record 4
Density functional theory data (ωB97M-V/def2-TZVPD) for a structure of composition C45H38InN7O3SSe at a distorted geometry.

Geometry as XYZ:
```
96
C45H38InN7O3SSe | the Open Molecules 2025 dataset | ωB97M-V/def2-TZVPD
In 0.01 -0.71 0.71
N -2.28 -3.93 -1.47
C -1.51 -3.22 -0.57
S 0.03 -2.71 -1.11
N -1.97 -3.14 0.64
N -1.31 -2.40 1.52
C -1.31 -2.77 2.75
C -0.73 -2.06 3.85
C -0.52 -2.75 5.05
C 0.04 -2.15 6.16
C 0.36 -0.80 6.10
C 0.15 -0.08 4.94
C -0.36 -0.68 3.76
O -0.54 0.04 2.72
H -1.98 -3.80 -2.43
H -3.27 -3.83 -1.32
H -1.79 -3.73 2.98
H -0.78 -3.80 5.07
H 0.25 -2.73 7.05
H 0.80 -0.31 6.96
H 0.42 0.96 4.89
C -0.33 2.82 1.66
O 0.65 1.95 1.19
C 1.49 2.39 0.22
C 1.69 3.73 -0.07
C 2.56 4.11 -1.08
C 3.25 3.15 -1.80
C 3.08 1.81 -1.50
C 2.20 1.40 -0.49
N 2.04 0.08 -0.12
N 2.81 -0.74 -0.77
C 2.93 -2.02 -0.38
C 2.46 -2.55 0.87
O 1.68 -1.94 1.68
C 2.94 -3.85 1.24
C 3.65 -4.64 0.39
C 4.01 -4.19 -0.90
C 4.66 -5.01 -1.84
C 5.00 -4.55 -3.08
C 4.68 -3.24 -3.44
C 4.03 -2.42 -2.55
C 3.68 -2.86 -1.27
H -0.88 3.28 0.83
H 0.09 3.60 2.31
H -1.00 2.19 2.25
H 1.17 4.49 0.49
H 2.69 5.16 -1.30
H 3.94 3.44 -2.58
H 3.62 1.05 -2.05
H 2.63 -4.21 2.22
H 3.93 -5.64 0.69
H 4.88 -6.04 -1.56
H 5.50 -5.19 -3.79
H 4.92 -2.88 -4.44
H 3.75 -1.41 -2.83
C -3.69 -0.89 5.16
N -3.86 0.51 4.92
C -3.89 1.48 5.89
C -4.00 2.67 5.26
N -4.03 2.43 3.91
C -4.11 3.43 2.89
C -3.95 1.09 3.70
Se -4.08 0.23 2.12
H -4.34 -1.22 5.97
H -2.65 -1.11 5.40
H -3.94 -1.41 4.24
H -3.84 1.24 6.93
H -4.08 3.67 5.64
H -5.05 3.99 2.98
H -4.09 2.93 1.92
H -3.27 4.12 2.97
C -1.04 0.43 -0.77
C -0.84 0.87 -1.89
C -0.72 1.32 -3.21
C -0.54 0.28 -4.20
C -1.23 -0.94 -4.09
C -1.09 -1.93 -5.04
C -0.24 -1.74 -6.12
C 0.51 -0.58 -6.20
C 0.36 0.42 -5.26
C -0.74 2.70 -3.52
C -0.70 3.67 -2.49
C -0.74 5.02 -2.75
C -0.84 5.48 -4.06
C -0.90 4.55 -5.09
C -0.86 3.20 -4.84
H -1.89 -1.08 -3.24
H -1.65 -2.85 -4.95
H -0.14 -2.51 -6.87
H 1.23 -0.46 -7.01
H 0.99 1.30 -5.31
H -0.62 3.31 -1.47
H -0.69 5.73 -1.93
H -0.86 6.55 -4.27
H -0.99 4.90 -6.12
H -0.97 2.51 -5.67
```

charge = -2
E_HOMO = 0.054 eV
E = -5336.359760 Eh
lowest unoccupied orbital energy = 3.923 eV
F_max = 2.52 eV/Å

Record 5
Density functional theory data (ωB97M-V/def2-TZVPD) for a structure of composition C45H38N10S2Tl at a distorted geometry.

Geometry as XYZ:
```
96
C45H38N10S2Tl | the Open Molecules 2025 dataset | ωB97M-V/def2-TZVPD
Tl -0.02 -0.22 2.35
C -1.78 -2.06 -3.49
C -2.87 -2.50 -2.51
C -2.52 -3.78 -1.74
C -2.77 -3.85 -0.35
C -2.43 -5.01 0.35
C -1.89 -6.03 -0.41
C -1.68 -5.86 -1.77
N -2.08 -4.77 -2.48
N -2.12 -0.88 -4.28
C -3.41 -0.57 -4.83
C -4.11 0.51 -4.08
C -4.78 0.24 -2.87
C -5.55 1.24 -2.32
C -5.45 2.56 -2.83
C -4.70 2.73 -4.01
N -4.16 1.71 -4.64
C -1.19 0.22 -4.12
C 0.22 -0.17 -4.48
C 0.54 -1.08 -5.56
C 1.88 -1.49 -5.75
C 2.90 -0.86 -4.95
C 2.49 0.03 -3.95
N 1.19 0.29 -3.72
H -1.45 -2.85 -4.16
H -0.92 -1.85 -2.86
H -3.79 -2.74 -3.03
H -3.17 -1.77 -1.74
H -3.24 -2.98 0.12
H -2.60 -5.08 1.39
H -1.70 -7.04 -0.03
H -1.35 -6.73 -2.34
H -3.95 -1.53 -4.83
H -3.33 -0.48 -5.90
H -4.82 -0.77 -2.47
H -6.11 1.03 -1.43
H -5.99 3.40 -2.44
H -4.50 3.69 -4.45
H -1.23 0.49 -3.06
H -1.38 0.98 -4.86
H -0.27 -1.41 -6.21
H 2.13 -2.29 -6.44
H 3.93 -0.97 -5.17
H 3.15 0.51 -3.26
S 1.87 7.08 4.07
C 0.46 7.96 3.86
C -0.38 7.53 2.86
C 0.14 6.34 2.29
C 1.30 5.95 2.90
C 1.83 4.61 2.90
C 1.06 3.55 2.46
N 1.57 2.34 2.23
C 2.91 2.08 2.45
C 3.70 3.01 3.15
C 5.01 2.73 3.56
C 5.59 1.54 3.15
C 4.88 0.62 2.26
C 5.55 -0.49 1.72
C 4.82 -1.27 0.80
C 3.43 -0.92 0.55
N 2.81 0.02 1.20
C 3.52 0.89 1.93
C 5.30 -2.41 0.01
C 4.83 -2.91 -1.17
C 5.39 -4.18 -1.52
C 6.29 -4.60 -0.56
S 6.40 -3.50 0.79
C 3.16 4.34 3.27
H 0.22 8.81 4.50
H -1.16 8.15 2.46
H -0.36 5.80 1.50
H 0.03 3.63 2.14
H 5.56 3.41 4.22
H 6.51 1.21 3.63
H 6.64 -0.58 1.91
H 2.90 -1.44 -0.28
H 4.18 -2.33 -1.84
H 5.01 -4.73 -2.36
H 6.75 -5.53 -0.32
H 3.72 5.14 3.70
N -3.88 0.56 4.32
C -4.65 0.81 3.20
C -3.92 0.29 2.10
N -2.75 -0.24 2.54
C -2.78 -0.19 3.89
C -1.69 -0.57 4.66
N -0.76 -1.50 4.27
C 0.18 -1.59 5.32
C -0.17 -0.72 6.32
N -1.35 -0.11 5.92
H -4.29 0.34 5.23
H -5.57 1.33 3.25
H -4.26 0.12 1.06
H 0.91 -2.47 5.37
H 0.26 -0.55 7.28
H -1.86 0.64 6.45
```

charge = +3
E_HOMO (spin up / spin down) = -14.172 / -14.021 eV
E = -3253.030289 Eh
lowest unoccupied orbital energy (spin up / spin down) = -9.230 / -10.516 eV
F_max = 5.27 eV/Å